[1]
Density functional theory data (ωB97M-V/def2-TZVPD) for a cluster of 2 separate species, C8H11BF3N3O6 in total in a non-equilibrium geometry.

```
32
Properties=species:S:1:pos:R:3:mulliken_charge:R:1
O -0.67 -4.41 0.56 -0.54
B -1.15 -4.12 -0.76 0.73
O -0.61 -4.87 -1.85 -0.51
C -2.30 -3.01 -1.07 -0.77
N -1.62 -1.66 -1.16 0.89
C -1.15 -0.99 -0.02 -0.01
C -0.40 0.35 0.09 0.27
C 0.11 1.05 1.42 -0.60
C 1.62 0.60 1.75 -0.26
O 1.81 -0.77 1.33 -0.52
C 2.72 1.62 1.19 0.77
F 2.23 2.56 0.27 -0.18
F 3.27 2.31 2.31 -0.26
F 3.80 0.96 0.56 -0.29
C -0.20 1.00 -1.33 -0.13
C -0.83 0.11 -2.42 -0.28
N -1.47 -1.13 -2.37 -0.89
H -1.12 -3.85 1.23 0.30
H -0.91 -4.50 -2.71 0.32
H -2.74 -3.28 -2.10 0.33
H -3.18 -3.01 -0.34 0.27
H -1.35 -1.52 0.98 0.19
H -0.56 0.71 2.28 0.40
H -0.01 2.19 1.37 0.19
H 1.71 0.60 2.90 0.38
H 2.09 -0.82 0.39 0.37
H 0.31 2.00 -1.49 0.44
H -0.76 0.55 -3.49 0.36
N 0.34 5.34 0.62 0.98
O 0.66 6.40 1.17 -0.63
O 0.76 5.08 -0.52 -0.64
O -0.41 4.53 1.21 -0.68
```

Properties
Kohn-Sham gap = 3.90 eV
charge = 0
HOMO = -6.88 eV


[2]
Density functional theory data (ωB97M-V/def2-TZVPD) for the ion C4H13N2S with charge +1 in a non-equilibrium geometry.

```
20
Properties=species:S:1:pos:R:3:mulliken_charge:R:1
N 1.89 -0.28 0.16 -0.21
C 0.38 -0.15 0.19 0.06
C -0.06 1.27 -0.13 -1.08
C -1.51 1.58 0.19 -0.59
S -1.64 2.29 1.87 -0.23
C -0.15 -1.28 -0.74 -0.68
N 0.65 -2.50 -0.49 -0.58
H 2.31 0.07 1.02 0.37
H 2.05 -1.30 0.03 0.41
H 2.34 0.24 -0.59 0.35
H 0.11 -0.45 1.21 0.20
H 0.52 1.88 0.57 0.43
H 0.26 1.55 -1.12 0.41
H -1.83 2.39 -0.46 0.37
H -2.24 0.79 0.03 0.38
H -2.98 2.40 1.89 0.17
H 0.04 -1.01 -1.78 0.39
H -1.20 -1.37 -0.50 0.38
H 0.93 -2.91 -1.37 0.22
H 0.15 -3.22 0.02 0.23
```

Properties
relative energy (zero: lowest compared OMol25 entry of this formula, charge and spin) = 12.4 kcal/mol
Kohn-Sham gap = 9.08 eV
charge = +1
HOMO = -12.28 eV


[3]
Density functional theory data (ωB97M-V/def2-TZVPD) for a structure of composition C36H83N7O6 in a non-equilibrium geometry.

```
132
Properties=species:S:1:pos:R:3:mulliken_charge:R:1
C -1.98 1.50 1.68 -1.69
C -2.29 1.66 0.19 3.19
C -3.65 2.33 0.07 -1.62
C -3.85 2.91 -1.37 -0.88
C -2.70 3.72 -1.96 -1.22
C -1.23 2.98 -1.92 0.97
N -1.17 2.39 -0.51 -1.27
O -0.01 1.72 -0.38 0.59
C -1.27 1.84 -3.03 -1.56
C -0.24 4.15 -2.13 -1.85
C -2.36 0.17 -0.39 -2.12
H -0.95 1.24 1.88 -1.51
H -2.53 0.72 2.20 -0.53
H -2.13 2.40 2.27 0.78
H -4.43 1.61 0.32 0.52
H -3.82 3.02 0.90 0.57
H -4.72 3.56 -1.44 0.55
H -4.22 2.14 -2.04 0.42
H -2.67 4.63 -1.37 0.55
H -2.92 3.89 -3.01 0.35
H -0.66 0.97 -2.81 -1.18
H -2.24 1.38 -3.21 0.37
H -0.87 2.25 -3.96 0.81
H 0.75 3.68 -2.09 0.26
H -0.41 4.38 -3.18 0.60
H -0.32 4.99 -1.44 0.32
H -1.38 -0.26 -0.58 1.24
H -2.90 0.25 -1.34 1.52
H -3.00 -0.47 0.22 0.45
H 0.01 1.20 -1.19 -1.54
C -0.23 -0.53 3.45 -1.14
C -1.14 -1.49 2.61 0.45
C -0.65 -2.95 2.79 -1.62
C -0.99 -3.58 4.12 -0.86
C -2.50 -3.60 4.28 -1.25
C -3.02 -2.12 4.30 1.09
N -2.51 -1.46 3.09 0.63
O -3.20 -0.28 2.68 -0.32
C -4.59 -2.09 4.18 -1.74
C -2.75 -1.33 5.65 -1.41
C -0.92 -1.05 1.15 -2.29
H 0.80 -0.71 3.17 0.39
H -0.32 -0.96 4.45 0.39
H -0.41 0.54 3.56 0.12
H -1.24 -3.53 2.07 0.47
H 0.41 -3.17 2.87 0.23
H -0.47 -3.11 4.96 0.38
H -0.62 -4.59 3.94 0.53
H -2.70 -4.18 5.19 0.38
H -3.05 -4.19 3.55 0.41
H -5.01 -1.15 3.82 0.36
H -4.84 -2.74 3.34 0.39
H -5.07 -2.25 5.14 0.40
H -3.10 -0.32 5.45 0.37
H -3.35 -1.59 6.51 0.46
H -1.72 -1.33 6.01 0.27
H 0.07 -1.30 0.77 0.54
H -1.26 -0.03 1.00 -0.26
H -1.55 -1.68 0.51 2.31
H -3.06 0.34 3.41 0.97
C 2.47 -1.15 -3.78 -1.77
C 1.08 -1.51 -4.29 1.37
C 1.09 -3.03 -4.60 -0.99
C 0.84 -3.86 -3.37 -0.73
C -0.57 -3.55 -2.74 -0.85
C -0.67 -2.04 -2.36 1.79
N -0.14 -1.19 -3.50 -0.54
O -0.28 0.15 -3.29 0.99
C -2.19 -1.71 -2.27 -1.81
C 0.13 -1.84 -1.02 -1.51
C 0.83 -0.83 -5.65 -2.16
H 2.67 -0.08 -3.66 0.25
H 3.25 -1.48 -4.45 0.71
H 2.60 -1.65 -2.82 0.23
H 0.51 -3.30 -5.49 0.36
H 2.14 -3.18 -4.86 0.41
H 1.68 -3.68 -2.70 0.29
H 0.88 -4.93 -3.57 0.53
H -0.50 -4.14 -1.83 0.37
H -1.39 -3.96 -3.32 0.35
H -2.80 -2.22 -1.53 0.18
H -2.24 -0.64 -2.11 0.36
H -2.67 -1.94 -3.22 0.63
H 0.30 -0.79 -0.78 -0.12
H -0.59 -2.21 -0.28 0.90
H 1.07 -2.31 -1.28 0.55
H 1.62 -0.89 -6.39 0.40
H 0.73 0.26 -5.60 0.36
H -0.13 -1.06 -6.10 0.47
H -0.82 0.52 -3.99 0.90
C 0.93 0.99 2.55 -0.55
C 1.32 -0.04 1.44 -1.90
C 1.66 0.59 0.08 -0.17
O 1.92 -0.36 -0.95 -0.20
C 1.92 0.42 -2.17 -0.19
N 2.49 -0.75 1.95 0.37
H -0.12 1.26 2.47 0.54
H 1.54 1.90 2.51 0.15
H 1.07 0.42 3.46 0.38
H 0.59 -0.82 1.25 0.38
H 2.55 1.20 0.23 -1.20
H 0.98 1.39 -0.22 2.27
H 2.17 1.48 -2.06 -0.73
H 0.87 0.42 -2.48 0.73
H 2.50 0.19 -3.06 -0.03
H 3.28 -0.16 2.16 -0.03
H 2.63 -1.38 1.17 0.68
C 4.40 2.53 -0.65 -1.21
C 4.97 1.03 -0.68 -0.02
C 5.19 0.64 0.84 -0.59
O 5.45 -0.83 0.90 -0.34
C 5.86 -1.22 2.20 -0.80
N 3.98 0.24 -1.31 0.09
H 5.25 3.15 -0.34 0.51
H 3.60 2.59 0.09 0.26
H 4.03 2.90 -1.61 0.28
H 5.88 0.96 -1.27 0.49
H 4.35 0.91 1.48 0.27
H 6.03 1.18 1.26 0.65
H 6.85 -0.77 2.24 0.38
H 5.95 -2.31 2.21 0.23
H 5.21 -0.78 2.95 0.30
H 4.15 -0.68 -0.94 0.48
H 3.11 0.43 -0.84 -0.08
C -0.09 4.23 1.23 -0.26
O 0.61 5.21 1.68 -0.88
N 0.30 3.01 1.30 0.46
N -1.19 4.35 0.55 -0.04
H 1.13 2.87 1.86 0.11
H -0.07 2.42 0.58 -0.14
H -1.41 5.30 0.27 0.41
H -1.63 3.55 0.11 -0.72
```

Properties
Kohn-Sham gap = 8.31 eV
charge = 0
HOMO = -7.92 eV


[4]
Density functional theory data (ωB97M-V/def2-TZVPD) for a cluster of 2 separate species, C9H14 in total in a non-equilibrium geometry.

```
23
Properties=species:S:1:pos:R:3:mulliken_charge:R:1
C 2.81 -0.80 -3.69 -0.87
C 1.78 0.26 -3.28 -0.49
H 2.99 -1.49 -2.87 0.27
H 2.41 -1.44 -4.48 0.27
H 3.75 -0.31 -3.96 0.29
H 2.23 1.01 -2.62 0.28
H 1.47 0.82 -4.16 0.30
H 0.95 -0.20 -2.76 -0.03
C 0.64 -0.22 3.14 -1.37
C -1.42 0.77 2.06 -0.53
C -0.25 0.02 1.95 0.97
C -2.22 0.93 0.95 -0.35
C 0.00 -0.66 0.76 -0.48
C -1.94 0.32 -0.26 -0.68
C -0.82 -0.51 -0.34 -0.47
H -1.65 1.15 3.05 0.35
H -3.05 1.63 0.98 0.33
H 1.37 0.59 3.22 0.28
H 1.24 -1.13 3.02 0.35
H 0.90 -1.26 0.68 0.30
H -2.62 0.45 -1.09 0.38
H -0.71 -1.03 -1.28 0.51
H 0.10 -0.31 4.08 0.37
```

Properties
relative energy (zero: lowest compared OMol25 entry of this formula, charge and spin) = 6.3 kcal/mol
Kohn-Sham gap = 10.06 eV
charge = 0
HOMO = -9.05 eV


[5]
Density functional theory data (ωB97M-V/def2-TZVPD) for a cluster of 2 separate species, C2H7NO3 in total in a non-equilibrium geometry.

```
13
Properties=species:S:1:pos:R:3:mulliken_charge:R:1
C 1.88 -0.43 -0.26 -0.38
N 1.73 0.37 0.72 -0.41
H 2.07 0.03 1.62 0.22
H 0.42 0.88 0.81 0.42
H 1.62 -0.08 -1.25 0.37
H 2.56 -1.29 -0.23 0.30
H -0.21 -0.71 -0.41 -0.08
C -1.11 -0.04 -0.19 0.57
O -1.47 0.41 -1.46 -0.45
O -2.09 -0.87 0.35 -0.49
O -0.73 0.96 0.63 -0.64
H -2.10 1.14 -1.34 0.27
H -2.58 -0.37 1.01 0.29
```

Properties
relative energy (zero: lowest compared OMol25 entry of this formula, charge and spin) = 55.3 kcal/mol
Kohn-Sham gap = 9.97 eV
charge = 0
HOMO = -9.91 eV


[6]
Density functional theory data (ωB97M-V/def2-TZVPD) for a cluster of 2 separate species, C4H4O3 in total.

```
11
Properties=species:S:1:pos:R:3:mulliken_charge:R:1
O 2.05 0.58 -1.53 -0.42
C 1.82 -0.53 -1.13 -0.07
C -0.37 0.08 0.54 -0.18
C -0.92 -0.01 1.84 0.13
O -0.56 0.97 2.49 -0.43
C -1.08 0.57 -0.58 0.18
O -1.47 -0.40 -1.23 -0.43
H 0.96 -1.12 -1.49 0.26
H -1.54 -0.84 2.22 0.35
H 2.45 -1.04 -0.38 0.25
H -1.26 1.63 -0.83 0.37
```

Properties
relative energy (zero: lowest compared OMol25 entry of this formula, charge and spin) = 126.6 kcal/mol
Kohn-Sham gap = 8.55 eV
charge = 0
HOMO = -10.05 eV


[7]
Density functional theory data (ωB97M-V/def2-TZVPD) for an isolated molecule of C4H9N3 in a non-equilibrium geometry.

```
16
Properties=species:S:1:pos:R:3:mulliken_charge:R:1
C 0.27 -0.67 -0.15 0.39
C -0.35 -1.48 0.93 -1.73
C -0.02 0.77 -0.56 0.77
N 0.17 1.13 -1.96 -0.65
C 1.22 0.43 0.23 -0.83
N -1.00 1.63 0.04 -0.02
N -1.56 1.40 1.13 -0.64
H 0.56 -1.33 -0.97 0.30
H -0.71 1.01 -2.45 0.26
H 0.86 0.54 -2.42 0.26
H -1.39 0.50 1.55 0.27
H 0.15 -2.46 0.99 0.39
H -1.41 -1.66 0.73 0.34
H -0.23 -1.03 1.92 0.38
H 2.18 0.47 -0.28 0.23
H 1.27 0.76 1.26 0.26
```

Properties
relative energy (zero: lowest compared OMol25 entry of this formula, charge and spin) = 70.1 kcal/mol
Kohn-Sham gap = 9.68 eV
charge = 0
HOMO = -8.83 eV


no.,E (eV)
1,-34051.6319
2,-18167.9543
3,-61347.7022
4,-9559.9092
5,-9818.5614
6,-10349.7236
7,-8761.4846